w) One molecule with the formula C2H4OS. Source: the Open Molecules 2025 dataset; level of theory: ωB97M-V with the def2-TZVPD basis set.

Each line ends with the Mulliken charge.
CARTESIAN COORDINATES (ANGSTROEM)
S -0.222 -0.917 -1.224  -0.16
O 1.040 1.455 1.318  -0.48
C -0.017 1.040 0.746  0.24
C -0.240 -0.426 0.570  -0.54
H 0.469 -1.026 1.246  0.28
H -1.229 -0.585 0.977  0.29
H -0.931 1.679 0.316  0.24
H -1.530 -0.722 -1.394  0.14

Output
- SMILES string: O=CCS
- Kohn-Sham gap: 10.07 eV
- Charge: 0

***

x) A 2-piece molecular cluster, C2H4OS overall. Source: the Open Molecules 2025 dataset; level of theory: ωB97M-V with the def2-TZVPD basis set.

Each line ends with the Mulliken charge.
CARTESIAN COORDINATES (ANGSTROEM)
S -2.427 -0.203 -1.452  -0.42
O 1.172 0.936 0.478  -0.18
C 0.023 0.336 0.550  0.20
C 1.242 -0.439 0.825  -0.21
H -2.137 0.986 -1.967  0.11
H 1.665 -0.658 1.865  0.20
H -1.187 0.075 -0.376  0.07
H 1.649 -1.032 0.077  0.22

Output
- Kohn-Sham gap: 7.77 eV
- Charge: 0

***

Stability ranking, top and bottom: w) is the most stable and x) is the least stable.

***

w) A 2-piece molecular cluster, C2H4OS overall. Source: the Open Molecules 2025 dataset; level of theory: ωB97M-V with the def2-TZVPD basis set.

Each line ends with the Mulliken charge.
CARTESIAN COORDINATES (ANGSTROEM)
S -0.625 -1.016 0.048  -0.02
O 2.798 -0.171 0.067  -0.63
C -0.806 0.476 -0.663  -0.22
C -1.939 0.266 0.252  -0.33
H 2.342 -0.958 -0.341  0.30
H -2.919 -0.101 0.276  0.37
H -1.692 1.012 1.002  0.21
H 2.841 0.493 -0.641  0.32

Output
- Kohn-Sham gap: 9.00 eV
- Charge: 0

***

x) One molecule with the formula C2H4OS. Source: the Open Molecules 2025 dataset; level of theory: ωB97M-V with the def2-TZVPD basis set.

Each line ends with the Mulliken charge.
CARTESIAN COORDINATES (ANGSTROEM)
S -1.563 -0.349 -0.212  -0.12
O 1.153 -1.309 -0.214  -0.58
C 0.027 -0.226 0.581  0.13
C -0.314 0.987 -0.184  -0.63
H 0.922 -1.621 -1.042  0.28
H 0.104 1.096 -1.147  0.31
H 0.260 -0.281 1.688  0.34
H -0.589 1.703 0.529  0.27

Output
- SMILES string: O[C@H]1CS1
- Kohn-Sham gap: 10.13 eV
- Charge: 0

***

y) A 2-piece molecular cluster, C2H4OS overall. Source: the Open Molecules 2025 dataset; level of theory: ωB97M-V with the def2-TZVPD basis set.

Each line ends with the Mulliken charge.
CARTESIAN COORDINATES (ANGSTROEM)
S 2.666 -0.262 0.110  -0.06
O 1.323 0.614 -0.045  -0.39
C -2.136 -0.551 -0.077  -0.30
C -1.549 0.294 0.523  -0.44
H -2.634 -1.486 -0.248  0.35
H 2.005 -1.247 -0.478  0.14
H -1.242 1.240 0.657  0.39
H 1.568 1.398 -0.442  0.32

Output
- SMILES string: C#C.OS
- Kohn-Sham gap: 9.49 eV
- Charge: 0

***

Stability ranking, top and bottom: x) is the most stable and w) is the least stable.